Entry 1:
DFT (the ωB97M-V functional and the def2-TZVPD basis) results for C22H34N2O5P2Tc as an isolated structure.

Geometry (Å):
Tc (-0.2742, -0.1707, -0.6594)
P (1.8657, -0.2289, -1.6812)
P (-1.8613, 1.4102, -0.1712)
N (-1.0550, -0.4487, -2.2641)
H (1.6220, -0.1515, 0.0020)
C (2.5561, -1.9294, -1.7211)
H (3.6475, -1.8915, -1.8258)
H (2.1210, -2.4446, -2.5862)
H (2.2673, -2.4721, -0.8142)
C (3.2439, 0.9350, -1.3280)
H (4.0937, 0.7029, -1.9804)
H (3.5517, 0.8867, -0.2810)
H (2.8747, 1.9465, -1.5313)
C (1.8210, 0.0487, -3.5038)
H (2.8464, 0.0564, -3.8984)
H (1.3485, 1.0102, -3.7274)
H (1.2542, -0.7477, -3.9986)
C (-3.3837, 0.4462, 0.1940)
H (-4.2532, 1.0993, 0.0640)
H (-3.3603, 0.0573, 1.2172)
H (-3.4431, -0.3956, -0.5078)
C (-1.5854, 2.4285, 1.3080)
H (-2.4998, 2.4671, 1.9121)
H (-1.3054, 3.4386, 0.9850)
H (-0.7690, 1.9960, 1.8986)
C (-2.4849, 2.5926, -1.4093)
H (-3.4892, 2.9203, -1.1147)
H (-2.5328, 2.1173, -2.3953)
H (-1.8052, 3.4509, -1.4488)
C (-1.4823, -0.3405, -3.5319)
C (-2.3149, -1.3415, -5.5905)
C (-2.0018, -1.4628, -4.2482)
C (-1.3423, 0.9098, -4.2281)
C (-1.6707, 1.0069, -5.5691)
C (-2.1480, -0.1167, -6.2574)
H (-2.6934, -2.2130, -6.1278)
H (-2.0968, -2.3975, -3.6903)
H (-0.9214, 1.7579, -3.6761)
H (-1.5462, 1.9685, -6.0677)
H (-2.3910, -0.0365, -7.3182)
C (1.8540, 0.3952, 2.0027)
O (0.6616, 0.3530, 1.5587)
C (2.8690, -0.6572, 1.8502)
H (3.3887, -0.7586, 2.8169)
H (3.6335, -0.3831, 1.1126)
H (2.4400, -1.6308, 1.5964)
C (2.1594, 1.4678, 2.9942)
H (1.6521, 1.2545, 3.9500)
H (1.8307, 2.4551, 2.6460)
H (3.2381, 1.5018, 3.1905)
O (0.8945, -3.0005, 1.0627)
C (-0.0676, -2.3001, 1.3768)
O (-0.8307, -1.6483, 0.4964)
C (-0.4070, -2.0177, 2.8127)
C (-1.3635, -1.0361, 3.1464)
C (-1.3377, -0.4324, 4.3934)
C (-0.3777, -0.8575, 5.3329)
C (0.4192, -1.9944, 5.0922)
C (0.4123, -2.5595, 3.8245)
N (0.0303, 0.0743, 6.3359)
O (-0.5191, 1.2011, 6.3500)
O (0.9450, -0.2517, 7.1276)
H (-2.1003, -0.7134, 2.4146)
H (-1.9846, 0.4098, 4.6291)
H (1.0831, -2.3483, 5.8768)
H (1.0745, -3.3873, 3.5821)

Output
HOMO (spin up / spin down) (eV): -6.00 / -6.57
Electronic energy (eV): -57353.161
Spin multiplicity: 4
<S²>: 3.7865
Energy above the lowest of the compared OMol25 structures with the same formula, charge and spin (kcal/mol): 41.6
F_max (eV/A): 4.10
HOMO-LUMO gap (spin up / spin down) (eV): 4.729 / 5.300

Here is what Mulliken gives for the atomic charges, in e:
1 Tc -0.5061
2 P 1.8795
3 P 1.6111
4 N -0.4224
5 H -0.6151
6 C -1.4382
7 H 0.3788
8 H 0.3872
9 H 0.2980
10 C -1.4292
11 H 0.4157
12 H 0.3627
13 H 0.3650
14 C -1.3671
15 H 0.5478
16 H 0.2971
17 H 0.3641
18 C -1.5242
19 H 0.4737
20 H 0.3828
21 H 0.2937
22 C -1.1580
23 H 0.3912
24 H 0.4195
25 H 0.0085
26 C -1.1546
27 H 0.4857
28 H 0.2962
29 H 0.3349
30 C -0.1930
31 C -0.4480
32 C -0.5002
33 C 0.4051
34 C -1.0403
35 C -0.4390
36 H 0.3692
37 H 0.3892
38 H 0.5508
39 H 0.3494
40 H 0.3550
41 C 0.8171
42 O 0.6535
43 C -1.1534
44 H 0.4670
45 H 0.3397
46 H 0.0566
47 C -1.4689
48 H 0.1263
49 H 0.3390
50 H 0.5195
51 O -0.6698
52 C 0.5656
53 O -0.7845
54 C -0.2617
55 C 0.1472
56 C -0.1327
57 C -0.2281
58 C -0.4835
59 C -0.4978
60 N 0.9813
61 O -0.5721
62 O -0.5957
63 H 0.2962
64 H 0.4553
65 H 0.4556
66 H 0.4524


Entry 2:
DFT (the ωB97M-V functional and the def2-TZVPD basis) results for C22H34N3O3OsS2Si as an isolated structure.

Geometry (Å):
Os (-1.0540, -1.2476, -0.1274)
C (3.2919, -1.3917, -0.6991)
C (2.2552, -1.7771, 0.3350)
C (2.7295, -1.5384, 1.7568)
C (1.7987, -3.1831, 0.1493)
O (1.0083, -0.8931, 0.0969)
Si (1.1507, 0.8168, 0.1593)
S (-1.0030, 0.9769, -0.1372)
O (1.9702, 1.4984, -0.9894)
C (1.9296, 1.8414, -2.4299)
C (1.0477, 0.8440, -3.1627)
C (1.3710, 3.2455, -2.5143)
C (3.3624, 1.7668, -2.9131)
O (1.5112, 1.2146, 1.6315)
C (1.8314, 2.4372, 2.4259)
C (0.6038, 2.7247, 3.2584)
C (3.0303, 2.0734, 3.2732)
C (2.1516, 3.5773, 1.4752)
H (4.1552, -2.0471, -0.5752)
H (3.6373, -0.3665, -0.5684)
H (2.9133, -1.5150, -1.7146)
H (3.4792, -2.2928, 2.0010)
H (1.9081, -1.6243, 2.4707)
H (3.1893, -0.5589, 1.8752)
H (2.6487, -3.8577, 0.2452)
H (1.3811, -3.3027, -0.8550)
H (1.0712, -3.4425, 0.9222)
H (0.0119, 0.8972, -2.8090)
H (1.4227, -0.1760, -3.0471)
H (1.0396, 1.0758, -4.2274)
H (0.3456, 3.2874, -2.1341)
H (1.3601, 3.5783, -3.5523)
H (1.9876, 3.9357, -1.9387)
H (3.7521, 0.7498, -2.8519)
H (3.9966, 2.4249, -2.3187)
H (3.4147, 2.0872, -3.9541)
H (0.3686, 1.8759, 3.9025)
H (-0.2588, 2.9443, 2.6228)
H (0.7838, 3.5947, 3.8900)
H (2.7930, 1.2409, 3.9373)
H (3.3192, 2.9285, 3.8837)
H (3.8845, 1.8025, 2.6505)
H (1.2886, 3.8234, 0.8468)
H (2.9978, 3.3332, 0.8316)
H (2.4090, 4.4665, 2.0501)
N (-5.0063, -2.5175, -0.1512)
C (-5.3858, -1.2035, -0.0631)
C (-6.6491, -0.6379, -0.0031)
C (-6.6751, 0.7289, 0.0796)
C (-5.4547, 1.5143, 0.1026)
C (-4.2069, 0.9472, 0.0425)
C (-4.1563, -0.4406, -0.0462)
N (-3.1047, -1.3544, -0.1268)
C (-3.6681, -2.5877, -0.1868)
C (-2.8552, -3.7372, -0.2936)
C (-3.2262, -5.0493, -0.3685)
S (-1.8576, -6.0173, -0.5332)
C (-0.8586, -4.6380, -0.4946)
N (-1.4841, -3.4935, -0.3557)
H (-5.6390, -3.3063, -0.1896)
H (-7.5541, -1.2314, -0.0208)
H (-7.6257, 1.2456, 0.1310)
H (-5.5422, 2.5910, 0.1716)
H (-3.3249, 1.5603, 0.0644)
H (-4.2179, -5.4807, -0.3371)
H (0.2063, -4.7408, -0.5930)

Output
HOMO (spin up / spin down) (eV): -17.62 / -17.79
Electronic energy (eV): -65971.000
Spin multiplicity: 5
<S²>: 6.0453
Energy above the lowest of the compared OMol25 structures with the same formula, charge and spin (kcal/mol): 5.3
F_max (eV/A): 0.81
HOMO-LUMO gap (spin up / spin down) (eV): 7.509 / 4.525
Total charge: +3

Here is what Mulliken gives for the atomic charges, in e:
1 Os 1.3402
2 C -1.6194
3 C 1.4804
4 C -1.5109
5 C -1.9267
6 O 0.1111
7 Si -0.3357
8 S -0.4064
9 O 0.2650
10 C 1.4303
11 C -1.2465
12 C -1.5017
13 C -1.5917
14 O -0.3185
15 C 1.4609
16 C -1.5726
17 C -1.6664
18 C -1.4472
19 H 0.5300
20 H 0.3733
21 H 0.3271
22 H 0.4970
23 H 0.3395
24 H 0.2760
25 H 0.3906
26 H 0.3413
27 H 0.6016
28 H 0.2397
29 H 0.1687
30 H 0.5598
31 H 0.2691
32 H 0.4935
33 H 0.3521
34 H 0.3406
35 H 0.3568
36 H 0.4710
37 H 0.3521
38 H 0.3148
39 H 0.4462
40 H 0.3487
41 H 0.4946
42 H 0.3554
43 H 0.2815
44 H 0.3113
45 H 0.5471
46 N 0.0784
47 C 0.4642
48 C -1.1135
49 C -0.5054
50 C -0.7034
51 C -0.6895
52 C 1.4529
53 N -0.1210
54 C 0.4149
55 C 0.0908
56 C -0.3877
57 S 0.0463
58 C -0.1733
59 N -0.0996
60 H 0.2783
61 H 0.4747
62 H 0.4579
63 H 0.4982
64 H 0.3461
65 H 0.3679
66 H 0.4993


Entry 3:
DFT (the ωB97M-V functional and the def2-TZVPD basis) results for C22H34N4O2 as an isolated structure.

Geometry (Å):
C (1.8339, 3.8327, -0.3436)
H (2.5157, 3.2467, 0.2970)
H (2.0343, 4.7218, -0.3514)
H (0.7908, 3.6068, 0.0468)
C (1.6141, 3.2251, -1.9419)
N (1.4322, 1.9496, -1.8976)
C (0.7782, 1.6300, -3.0680)
C (-0.5959, 1.9590, -3.4501)
H (-0.4667, 3.0431, -3.7367)
H (-1.0680, 1.5094, -4.1838)
C (-1.3637, 1.9038, -2.2136)
N (-1.7854, 0.5471, -1.9444)
C (-1.4636, 0.0704, -0.8702)
N (-0.2064, 0.6165, -0.0198)
C (0.1359, -0.0753, 1.0382)
C (0.3315, -1.3584, 0.9049)
C (-0.8480, -1.9641, 0.2058)
N (-1.6332, -1.1387, -0.4394)
C (-2.8912, -1.8496, -0.8835)
C (-3.7225, -2.0163, 0.3059)
H (-3.9324, -1.2856, 0.8487)
H (-4.6272, -2.2320, -0.0986)
H (-3.2835, -2.9497, 0.8299)
H (-2.7041, -2.3949, -1.5704)
H (-3.2941, -1.0918, -1.6171)
C (-0.8347, -3.6040, 0.0032)
H (-1.0935, -3.9549, 0.9110)
H (-1.5388, -3.9365, -0.6818)
H (0.1328, -3.7705, -0.4930)
C (1.4315, -2.0969, 1.5273)
O (2.4038, -1.6400, 2.0219)
O (1.4508, -3.5442, 1.1853)
C (2.6787, -4.1387, 1.8980)
H (3.4517, -3.6600, 1.3848)
H (2.6337, -3.8861, 2.9150)
H (2.7221, -5.2758, 1.7078)
C (-0.7855, 0.0939, 2.2319)
C (-1.8888, 0.8932, 2.3569)
C (-2.7716, 0.8683, 3.2930)
C (-2.1762, 0.5830, 4.5261)
C (-1.1059, 0.1300, 4.8597)
C (-0.0598, 0.0864, 3.6378)
H (0.7543, -0.3963, 3.6418)
H (-0.7989, -0.1224, 5.6533)
H (-2.9389, 0.6103, 5.2896)
H (-3.9347, 1.1950, 3.2869)
H (-2.4806, 1.0499, 1.3026)
H (1.0339, 0.4038, 1.4957)
H (0.3503, 1.1785, -0.5924)
H (-2.3903, 2.4693, -2.5879)
H (-1.1740, 2.4899, -1.3538)
H (0.6682, 0.2557, -3.0275)
H (1.3691, 1.3926, -3.9202)
C (2.5116, 1.0224, -1.4058)
H (2.9374, 1.3691, -0.4197)
C (3.8448, 0.8618, -2.3752)
H (4.0657, 1.7515, -2.8643)
H (3.3885, 0.3984, -3.4806)
H (4.5585, 0.1169, -2.0811)
H (2.1903, 0.0843, -1.0183)
H (0.9838, 3.7462, -2.4577)
H (2.8300, 3.4702, -2.2176)

Output
HOMO (eV): -7.56
Electronic energy (eV): -33400.901
Spin multiplicity: 1
Energy above the lowest of the compared OMol25 structures with the same formula, charge and spin (kcal/mol): 531.1
F_max (eV/A): 16.21
HOMO-LUMO gap (eV): 8.141

Here is what Mulliken gives for the atomic charges, in e:
1 C -1.3311
2 H 0.2035
3 H 0.7414
4 H 0.2038
5 C -1.0212
6 N 1.2386
7 C -1.0666
8 C -1.3781
9 H 0.3179
10 H 0.5999
11 C -0.7495
12 N -0.5463
13 C 0.2439
14 N 0.9531
15 C 0.0382
16 C 0.3484
17 C 0.9134
18 N 0.1649
19 C -1.9521
20 C -1.5405
21 H 0.4356
22 H 0.6301
23 H 0.2357
24 H 1.3582
25 H 0.6784
26 C -2.0223
27 H 0.4634
28 H 0.5852
29 H 0.4063
30 C 0.0178
31 O -0.5504
32 O -0.3478
33 C -0.8113
34 H 0.3160
35 H 0.3207
36 H 0.2078
37 C 0.3380
38 C -0.3175
39 C -0.2878
40 C -0.3119
41 C -1.3032
42 C -1.3390
43 H 0.8737
44 H 0.9795
45 H 0.2605
46 H 0.2425
47 H -0.1058
48 H 0.6922
49 H -0.0552
50 H 0.3146
51 H 0.4678
52 H 0.2411
53 H 0.5404
54 C -0.5072
55 H 0.1837
56 C -1.3140
57 H 0.3777
58 H 0.2010
59 H 0.4167
60 H 0.3166
61 H 0.6554
62 H 0.1349